Entry from the Open Molecules 2025 dataset: a 2-piece molecular cluster, C7H14N3O2 overall at a distorted geometry (wB97M-V/def2-TZVPD).

```
26
Properties=species:S:1:pos:R:3:nbo_charge:R:1
C 1.6710 2.3013 -0.7104 -0.198
C 2.5564 0.2025 -0.6726 0.077
C 2.7604 1.5973 -1.0580 0.224
C 0.6953 1.1677 0.0936 -0.146
C -0.9044 0.5100 0.2814 0.740
C 4.8682 1.2295 -2.0495 -0.258
C -3.2194 0.8828 0.3428 -0.274
N 1.4576 -0.0285 -0.0637 -0.468
N -0.9067 -0.7289 0.5982 -0.768
N -2.8382 -2.3596 1.4064 -1.057
O 3.8396 2.1136 -1.6478 -0.464
O -1.8727 1.3297 0.1521 -0.430
H 1.4118 3.3347 -0.7543 0.244
H 3.2509 -0.6016 -0.8464 0.219
H 0.8243 1.5347 1.1226 0.252
H 5.6088 1.8526 -2.5442 0.221
H 4.4949 0.4829 -2.7532 0.182
H 5.3300 0.7333 -1.1910 0.182
H -3.8514 1.7286 0.0827 0.236
H -3.3817 0.6056 1.3851 0.199
H -3.4361 0.0404 -0.3153 0.200
H -1.7555 -1.3413 0.8902 0.441
H 0.0314 -1.1443 0.5748 0.462
H -2.8115 -3.1978 0.8340 0.397
H -3.8037 -2.0466 1.4383 0.392
H -2.5788 -2.6360 2.3478 0.396
```

As for the total charge: +1. The energy above the lowest of the compared OMol25 structures with the same formula, charge and spin comes out at 2.267 eV. Its multiplicity is 1. Its LUMO energy is -0.10416 Eh. As for the molar mass: 172.21 g/mol. The value obtained for the HOMO energy is -12.11 eV.